# C2H6S2

A cluster of 2 separate species, C2H6S2 in total (ωB97M-V/def2-TZVPD, the Open Molecules 2025 dataset).

Last column: Löwdin charge in e.
Element x y z (Å)
C 0.71 1.40 0.16  -0.10
C 1.08 0.58 1.12  -0.11
H -0.26 1.88 0.22  0.05
H 1.32 1.61 -0.70  0.05
H 0.44 0.39 1.98  0.05
H 2.06 0.10 1.10  0.05
S -1.81 -0.71 -1.48  0.22
S -1.09 -2.31 -0.35  0.24
H -1.94 -1.43 -2.60  -0.21
H -0.52 -1.51 0.55  -0.25

The energy above the lowest of the compared OMol25 structures with the same formula, charge and spin is 1.2823 eV. Its LUMO energy is 0.328 eV. The SMILES is C=C.SS. For the max |F|, the calculation gives 0.0076 Eh/bohr. The electronic energy comes out at -23840.5309 eV.


# C13H52BIO14

A cluster of 13 separate species, C13H52BIO14 in total (ωB97M-V/def2-TZVPD, the Open Molecules 2025 dataset).

Last column: Löwdin charge in e.
Element x y z (Å)
O 3.65 0.79 2.12  -0.02
O 2.59 1.71 2.45  -0.22
C 2.03 2.23 1.22  -0.26
B 0.74 1.42 0.80  -0.67
I -0.89 1.41 2.12  0.92
H 3.18 0.06 1.69  0.10
H 2.80 2.23 0.46  0.11
H 1.78 3.27 1.43  0.09
H 0.64 0.78 -0.19  0.00
C -0.07 -2.42 -0.17  -0.14
O -0.67 -1.28 -0.78  -0.17
H 0.42 -2.09 0.75  0.07
H -0.82 -3.17 0.11  0.08
H 0.66 -2.87 -0.84  0.06
H -1.11 -1.57 -1.58  0.08
C 2.21 6.24 0.47  -0.15
O 1.48 5.13 -0.05  -0.14
H 2.71 5.89 1.37  0.07
H 2.96 6.59 -0.24  0.08
H 1.55 7.07 0.73  0.08
H 1.05 5.42 -0.86  0.08
C 1.63 -1.55 -3.54  -0.16
O 1.12 -2.84 -3.28  -0.13
H 0.87 -0.82 -3.28  0.07
H 2.53 -1.33 -2.94  0.08
H 1.88 -1.43 -4.60  0.07
H 1.80 -3.47 -3.55  0.06
C 3.21 4.37 -2.74  -0.16
O 2.67 5.60 -3.23  -0.13
H 3.70 4.58 -1.80  0.06
H 2.42 3.63 -2.56  0.08
H 3.94 3.94 -3.43  0.08
H 2.23 5.43 -4.07  0.07
C 5.92 4.15 0.76  -0.15
O 5.85 3.59 -0.54  -0.13
H 4.96 3.97 1.23  0.07
H 6.69 3.68 1.37  0.08
H 6.10 5.23 0.73  0.08
H 6.69 3.72 -0.98  0.08
C -0.35 -3.13 3.76  -0.16
O -0.24 -4.03 2.66  -0.14
H 0.26 -2.26 3.54  0.07
H -1.38 -2.80 3.92  0.08
H 0.02 -3.58 4.69  0.08
H -0.79 -4.80 2.86  0.03
C 4.81 3.17 5.31  -0.17
O 3.83 2.16 5.17  -0.12
H 4.98 3.32 6.37  0.07
H 5.77 2.89 4.85  0.07
H 4.49 4.12 4.88  0.07
H 3.67 2.02 4.23  0.03
C 4.10 -4.05 -5.89  -0.15
O 2.70 -3.88 -5.79  -0.13
H 4.43 -4.56 -4.99  0.08
H 4.38 -4.65 -6.76  0.08
H 4.62 -3.08 -5.95  0.08
H 2.38 -3.43 -6.58  0.08
C -3.95 -0.38 0.35  -0.17
O -4.94 -0.64 -0.64  -0.14
H -2.97 -0.60 -0.07  0.05
H -3.96 0.67 0.66  0.06
H -4.09 -1.00 1.24  0.08
H -5.80 -0.43 -0.26  0.02
C -8.14 1.44 0.11  -0.13
O -7.60 0.13 0.22  -0.14
H -7.38 2.13 0.47  0.08
H -8.37 1.70 -0.93  0.08
H -9.04 1.56 0.71  0.08
H -8.26 -0.50 -0.09  0.06
C -2.63 -7.25 3.39  -0.14
O -2.43 -5.88 3.04  -0.13
H -1.71 -7.59 3.86  0.08
H -3.45 -7.36 4.11  0.08
H -2.83 -7.87 2.52  0.08
H -3.22 -5.54 2.62  0.09
C -7.67 -2.35 -1.95  -0.15
O -9.06 -2.12 -1.76  -0.13
H -7.32 -2.89 -1.07  0.09
H -7.44 -2.94 -2.83  0.08
H -7.12 -1.41 -2.00  0.06
H -9.39 -1.64 -2.53  0.08

Its LUMO energy is 0.045 eV. For the max |F|, the calculation gives 0.0075 Eh/bohr. The electronic energy comes out at -51758.1093 eV.


# F3Li2Sr4

A structure of composition F3Li2Sr4 in a non-equilibrium geometry (ωB97M-V/def2-TZVPD, the Open Molecules 2025 dataset).

Last column: Löwdin charge in e.
Element x y z (Å)
Sr -8.26 12.00 22.07  1.94
Sr -13.48 10.38 22.83  1.91
Sr -11.10 10.95 19.32  1.93
Sr -11.98 13.69 22.89  1.92
Li -10.51 8.75 21.90  0.89
Li -10.30 10.61 24.32  0.88
F -12.24 9.19 20.88  -0.47
F -9.85 12.51 24.28  -0.23
F -10.92 11.23 21.92  -0.77

The spin multiplicity is 2. The charge is +8. Its LUMO energy (spin up / spin down) is -32.338 / -38.112 eV. For the max |F|, the calculation gives 0.1090 Eh/bohr. The electronic energy comes out at -11760.9369 eV.


Question: What is the formula in the second record?
Answer: C13H52BIO14